## P
Below is a structure of composition C20H35CoN2O4S4, with properties calculated with wB97M-V/def2-TZVPD.

The spin multiplicity is 2. The HOMO-LUMO gap (spin up / spin down) is 0.309 / 0.332 Ha. The expectation value of S² is 0.773. Its total charge is +1.

Positions of all 66 atoms, in Å:
1 H -4.238 2.241 -0.603
2 H -2.342 1.233 6.454
3 H 0.081 4.780 -1.051
4 H -1.831 -4.607 -1.792
5 H -0.669 -0.585 -5.166
6 H -4.214 0.492 -0.910
7 C 0.207 3.704 -1.171
8 S 2.644 0.505 0.687
9 C 0.280 -0.728 2.730
10 H -2.627 -2.921 -0.103
11 H 2.422 1.885 2.529
12 C -1.298 -4.486 -0.846
13 H 1.641 -2.233 -2.717
14 H -0.995 -5.488 -0.535
15 Co 0.308 0.712 0.018
16 H 0.959 -1.356 2.168
17 H -1.666 -3.710 1.148
18 H -1.632 -2.012 -5.556
19 C -1.099 -1.500 -4.755
20 O -2.433 1.340 -0.295
21 C -0.006 -2.392 -4.177
22 C 0.671 -1.783 -2.947
23 O -0.407 -1.250 6.772
24 S 0.396 2.933 0.449
25 H -3.046 -4.542 0.432
26 H 3.668 -0.401 -1.170
27 H 2.643 3.673 0.051
28 C -1.504 0.860 4.013
29 C -2.209 -3.879 0.214
30 H 4.758 0.694 -0.343
31 H 0.580 -3.607 -0.175
32 N -1.848 0.483 6.895
33 H 0.598 -4.111 -1.873
34 H 0.785 -0.703 -3.051
35 C 3.471 1.666 -1.787
36 S 1.755 1.677 -2.356
37 H 2.213 3.979 -1.959
38 H -1.747 1.724 2.051
39 H 0.964 3.786 -3.159
40 C -0.021 -3.684 -1.084
41 H 2.096 4.082 1.662
42 C 3.741 0.596 -0.729
43 H -0.744 3.301 -1.513
44 H -3.481 1.603 -2.088
45 N -0.339 0.229 2.028
46 H 3.735 2.652 -1.409
47 O -1.366 0.775 -2.198
48 H -1.976 0.327 7.880
49 H 4.123 1.469 -2.638
50 C -3.662 1.424 -1.032
51 C -1.009 -0.347 6.233
52 C -1.294 0.952 -1.005
53 C 1.306 3.423 -2.190
54 S -0.363 -1.973 -1.514
55 H -1.826 -1.201 -3.998
56 H 0.772 -2.578 -4.918
57 C 2.115 3.286 0.917
58 H 3.886 2.306 1.665
59 C 0.072 -0.923 4.082
60 H -0.417 -3.377 -3.928
61 H 0.590 -1.697 4.630
62 C 2.826 2.079 1.533
63 O 0.309 -1.199 -0.356
64 C -0.829 -0.106 4.743
65 H -2.249 1.510 4.452
66 C -1.231 0.994 2.662

***

## Q
Below is a structure of composition C20H35CoN2O4S4, with properties calculated with wB97M-V/def2-TZVPD.

The spin multiplicity is 2. The HOMO-LUMO gap (spin up / spin down) is 0.297 / 0.291 Ha. The expectation value of S² is 0.903. Its total charge is +1.

Positions of all 66 atoms, in Å:
1 H 0.368 5.416 0.662
2 H -7.357 1.371 -1.860
3 C -2.284 1.294 0.777
4 C 1.325 -3.598 -1.461
5 Co 0.460 0.822 -0.185
6 H 2.880 -4.019 -3.722
7 C -3.461 0.829 -1.623
8 C -5.742 1.541 -0.652
9 H 4.363 1.671 1.923
10 H -0.092 -3.592 -3.094
11 C -2.110 0.624 -1.413
12 H 1.907 3.170 4.075
13 H -2.539 -1.982 1.717
14 H -2.657 -4.250 0.652
15 H 1.551 -4.119 -4.871
16 C -4.247 1.283 -0.573
17 N -6.369 1.188 -1.796
18 H -4.229 1.886 1.478
19 H 0.135 2.221 2.631
20 H 2.387 -3.404 -1.294
21 H -1.014 -4.585 1.137
22 H 4.933 1.648 -0.553
23 H 3.654 2.823 -0.841
24 C 2.142 2.424 3.314
25 H -1.778 1.466 1.717
26 H 1.115 -4.615 -1.117
27 O 1.105 3.119 -1.831
28 O 0.492 -1.145 -0.981
29 H 2.667 -1.490 2.475
30 H -2.215 -3.256 2.890
31 H 3.251 0.144 2.683
32 H 4.317 -0.680 0.657
33 H 4.952 3.184 1.278
34 H 2.979 1.852 3.714
35 C -1.694 -3.778 0.854
36 H -1.086 5.273 -0.359
37 S 2.654 3.359 1.856
38 C 0.965 -3.376 -2.925
39 S 2.785 0.696 -0.564
40 N -1.530 0.841 -0.228
41 H 2.862 -1.503 0.145
42 H -5.891 0.850 -2.609
43 H -0.887 -2.302 2.242
44 C 0.559 2.683 -0.853
45 H -1.463 0.271 -2.206
46 C -1.219 -3.138 -0.447
47 C 3.230 -0.592 0.612
48 S 0.475 -2.518 -0.309
49 H 1.121 -2.325 -3.166
50 C -0.064 4.928 -0.212
51 H 0.532 5.148 -1.094
52 O -0.095 3.516 0.046
53 H 0.494 1.281 4.090
54 C -1.838 -2.775 1.989
55 H -1.261 -3.832 -1.285
56 H -1.808 -2.253 -0.696
57 C -3.639 1.522 0.650
58 H 1.693 -5.316 -3.590
59 C 3.968 2.006 -0.189
60 O -6.314 2.025 0.299
61 C 1.822 -4.259 -3.826
62 C 0.881 1.595 3.120
63 C 2.657 -0.493 2.034
64 S 0.948 0.097 2.075
65 H -3.857 0.641 -2.611
66 C 4.113 2.487 1.247

***

Looking at the structures above, which would you pick as the most stable? I would pick P.